1.
21
Properties=species:S:1:pos:R:3:lowdin_charge:R:1 method="wB97M-V/def2-TZVPD" gap_ev="7.56 / 7.56" de_lowest_kj_mol=604.5 total_energy_ev=-9964.9088 e_lumo_ev="0.728 / 0.728" e_homo_ev="-6.83 / -6.84"
H -1.528 0.107 -2.013 0.0738
H 0.955 -1.221 -0.010 0.1301
H 2.326 0.341 -1.612 0.0822
H -1.359 -2.069 0.930 0.0929
C 0.460 1.588 1.729 0.0640
H -1.366 -0.827 2.051 0.0872
H 2.969 -0.478 1.427 -0.0478
C 0.743 0.669 0.853 -0.1306
C 1.237 0.346 -1.569 -0.0615
H -2.853 -0.805 -1.290 0.0827
H -0.551 1.943 1.893 0.0710
H 0.886 1.365 -1.726 0.0914
O 2.850 0.249 0.801 -0.3315
H 1.257 1.999 2.333 0.0816
H -1.686 0.801 0.353 0.1085
H 0.846 -0.301 -2.355 0.0709
C 0.856 -0.159 -0.206 -0.2228
C -1.769 -0.646 -1.266 -0.0943
N -1.635 -1.115 1.120 0.0549
C -1.350 -0.202 0.107 -0.2850
H -1.287 -1.584 -1.551 0.0824


2.
10
Properties=species:S:1:pos:R:3:lowdin_charge:R:1 method="wB97M-V/def2-TZVPD" gap_ev=10.55 de_lowest_kj_mol=81.3 total_energy_ev=-9317.8581 e_lumo_ev=0.699 e_homo_ev=-9.86
H -2.797 1.051 -0.367 0.1369
O 0.181 0.949 -0.388 0.0593
H 2.157 0.584 -0.452 0.1191
H 0.252 -1.664 0.513 0.0640
C -1.045 0.664 0.075 -0.6078
C 1.176 -1.182 0.220 0.0460
C 1.238 0.080 -0.174 -0.1622
O -1.333 -0.013 1.029 0.1269
O -1.925 1.286 -0.715 0.1545
H 2.096 -1.755 0.260 0.0634


3.
65
Properties=species:S:1:pos:R:3:lowdin_charge:R:1 method="wB97M-V/def2-TZVPD" gap_ev=6.19 total_energy_ev=-140917.1872 e_lumo_ev=-2.387 e_homo_ev=-8.57
H 1.478 -4.524 -0.716 0.0806
O 0.355 -2.780 6.077 0.1292
Br 0.419 3.668 0.048 0.9826
C -1.817 0.607 1.108 -0.1565
C 3.946 1.974 -4.000 0.0040
P -0.378 -3.620 -0.438 0.1085
C -1.536 -1.361 6.184 0.0170
H 5.601 -0.878 -3.642 0.0985
H -2.300 0.788 -0.945 0.0862
O -4.083 2.784 -2.678 0.1081
H -2.890 0.686 1.277 0.1158
C 2.495 0.623 -1.682 -0.2260
H -1.657 -0.308 6.423 0.0839
H 2.881 2.203 -4.078 0.1036
C -0.702 -1.362 -1.610 -0.4387
O -1.843 -1.186 -1.765 0.2519
C 3.098 2.853 -0.903 -0.0524
H -1.919 -2.002 6.970 0.0882
C -4.897 0.687 -1.740 -0.4172
O -5.076 1.247 -3.977 0.2163
N 3.790 0.355 -2.117 0.1406
C 0.874 0.033 3.314 -0.1801
C 0.254 -0.237 -1.392 -0.0201
S 0.090 -2.802 1.242 0.4199
H -0.816 0.785 4.331 0.1054
H 2.897 3.664 -1.596 0.0955
C -0.644 0.278 3.384 -0.1875
N 2.112 1.781 -1.100 -0.0271
H -1.580 2.117 2.689 0.1166
C -1.046 1.271 2.260 -0.1884
C -0.152 0.981 -0.784 -0.1140
H 3.132 3.180 0.127 0.0812
H -1.589 -0.458 1.122 0.0686
H 4.460 2.026 -4.950 0.0817
O -5.490 -0.352 -2.269 0.2224
H 1.348 1.010 3.218 0.1042
H -1.788 2.268 -0.224 0.0873
C 4.752 -0.447 -4.172 -0.0083
O -4.595 0.809 -0.576 0.1019
O -0.159 -2.661 -1.705 -0.1248
B -5.671 -0.110 -3.740 -1.0458
H -2.078 -1.551 5.261 0.0849
C 4.116 0.621 -3.336 -0.3256
H 5.155 -0.024 -5.089 0.0754
H 4.013 -1.192 -4.460 0.0989
C 1.553 -0.385 -1.821 0.0913
H -0.109 1.659 1.863 0.0386
H -1.216 -0.642 3.288 0.0965
H 1.054 -0.542 2.405 0.0460
F -4.981 -1.069 -4.470 0.1417
F -7.013 -0.115 -4.068 0.1548
C -4.626 1.720 -2.839 -0.4240
C -1.555 1.211 -0.286 -0.1527
H 2.442 -0.212 4.743 0.1197
H 1.839 -1.326 -2.264 0.1384
H 4.398 2.692 -3.319 0.0781
H 1.708 -1.723 4.285 0.1149
H 4.079 2.460 -1.150 0.0875
C 1.485 -0.687 4.534 -0.1641
C 0.819 1.971 -0.673 -0.5001
C -0.075 -1.672 5.986 -0.5279
O 0.573 -4.868 -0.730 -0.1563
O 0.720 -0.584 5.740 -0.0270
H -1.834 -5.106 -0.086 0.1079
O -1.821 -4.226 -0.491 -0.1094


4.
116
Properties=species:S:1:pos:R:3:lowdin_charge:R:1 method="wB97M-V/def2-TZVPD" gap_ev=9.24 de_lowest_kj_mol=0.0 total_energy_ev=-108005.4753 e_lumo_ev=-0.855 e_homo_ev=-10.10
H -0.697 -1.558 -1.865 0.1058
C -1.186 -1.172 -0.975 0.0541
H -5.950 0.630 -2.138 0.0914
H 4.301 -9.104 -3.165 0.0961
N 5.860 -8.338 -1.977 -0.4522
N -3.074 2.376 3.568 -0.4319
H 6.699 -0.988 6.973 0.0821
O 1.385 1.707 -5.606 0.0644
C 5.301 -0.748 2.894 0.0515
H 4.244 -0.581 2.700 0.1023
C -0.051 3.825 1.132 -0.1536
H -4.998 2.195 2.772 0.1015
N 2.989 -3.557 -5.491 -0.4309
O 9.557 -1.578 8.250 0.0607
H -5.591 4.325 -1.884 0.0979
H 3.846 -7.781 -2.052 0.0625
C 2.326 -4.741 -6.105 0.0561
O 6.621 -8.550 -2.900 0.0620
H 7.253 -0.439 8.582 0.1011
N 2.007 1.590 -6.641 -0.4423
O -3.983 -0.015 -0.932 0.0502
N -1.196 5.103 -9.554 -0.4549
O 5.776 1.507 2.774 0.0672
H -0.882 -0.146 -0.782 0.0866
O -0.710 2.199 -1.393 0.1841
O -1.605 4.516 -10.536 0.0577
N 5.855 0.511 3.462 -0.4473
H -4.260 0.657 3.313 0.0751
C -0.954 3.287 -1.125 -0.4779
H -6.346 -1.088 -2.438 0.1068
H -3.913 -2.343 2.682 0.0995
O -5.511 -4.682 3.476 0.0451
N 3.845 3.686 6.452 -0.4492
H 2.383 -5.572 -5.408 0.0836
O 6.347 0.459 4.574 0.0526
O 3.459 -3.691 -4.381 0.0752
H -5.333 -0.182 -3.608 0.1052
C -7.716 -4.818 4.175 0.0446
C 4.428 -8.692 -2.169 0.0382
H 2.749 -0.350 -6.398 0.0660
O 8.257 -2.812 7.041 0.0591
H -1.445 3.606 -8.116 0.1009
C 3.961 3.177 5.060 0.0387
H 5.841 -0.957 1.974 0.1017
C -0.649 4.267 -8.451 0.0351
C -6.125 4.512 -0.955 0.0393
O -6.596 -1.247 1.354 0.0490
H 8.044 0.182 7.096 0.0991
N 1.087 5.703 2.259 0.0827
C -1.184 4.830 1.626 -0.1113
H -1.639 4.355 2.517 0.0817
C -4.404 1.708 3.541 0.0593
H 5.441 -1.547 3.615 0.0952
C 3.146 0.632 -6.639 0.0483
H -4.853 1.833 4.523 0.1080
O 6.166 -7.860 -0.902 0.0575
H -0.818 6.727 2.778 0.1230
O 0.258 -5.639 -2.891 0.0768
C 1.076 4.300 2.101 -0.4475
H -0.325 4.919 -7.647 0.0951
H 3.604 0.633 -7.622 0.0980
H 2.066 -5.446 -0.505 0.1092
H 2.856 -4.971 -7.026 0.1033
H 4.794 3.694 4.590 0.1054
O -1.197 6.309 -9.399 0.0618
N -5.541 5.737 -0.343 -0.4521
H 2.718 -4.346 -1.765 0.0961
O -5.995 -4.004 5.471 0.0765
H -7.827 -5.224 3.175 0.0932
H -4.008 -1.341 1.203 0.0717
H -0.238 5.236 -0.604 0.1164
H 3.853 0.966 -5.883 0.1061
O -2.095 1.692 3.345 0.0788
H 1.292 -4.471 -6.303 0.1054
H -6.001 3.685 -0.264 0.0860
N -0.771 -1.989 0.193 -0.4138
H -0.235 6.725 1.101 0.1065
H 1.039 -4.148 -1.182 0.0508
H -0.295 2.754 1.193 0.1393
C -0.332 6.097 2.015 -0.1603
H -7.992 -5.556 4.924 0.1002
H -1.852 5.247 0.857 0.1066
O 2.161 -6.662 -2.799 0.0260
C -5.602 -0.306 -2.562 0.0599
H 3.026 3.394 4.550 0.0697
C 1.834 -4.856 -1.389 0.0520
C 0.069 4.192 -0.401 -0.0363
O 3.011 -2.534 -6.149 0.0474
H 4.143 2.108 5.094 0.0766
N 8.537 -1.781 7.622 -0.4534
F -2.175 3.818 -1.395 0.0887
O 1.754 3.476 2.628 0.1024
C -4.499 -2.107 1.800 0.0317
O 3.640 4.877 6.586 0.0549
H 0.188 3.702 -8.850 0.0780
O -6.017 -1.470 3.426 0.0529
O -1.242 -1.672 1.264 0.0728
H -2.260 -1.250 -1.062 0.0386
H -4.690 -3.002 1.214 0.1053
H 1.064 3.998 -0.836 0.1340
C 7.552 -0.668 7.562 0.0381
N -6.286 -4.472 4.393 -0.4497
H -7.178 4.709 -1.140 0.1001
O 0.004 -2.913 0.004 0.0385
O -3.863 -1.778 -2.194 0.0620
N -4.380 -0.733 -1.833 -0.4156
N -5.813 -1.563 2.231 -0.4407
O 1.776 2.188 -7.675 0.0532
H 4.167 -9.426 -1.411 0.1025
N 1.376 -5.796 -2.448 -0.4302
O -5.048 5.630 0.763 0.0588
O 3.962 2.884 7.358 0.0590
H 1.385 5.766 3.237 0.1389
O -5.601 6.756 -0.997 0.0697
H -8.294 -3.905 4.289 0.1015
O -3.061 3.567 3.813 0.0490